i:
Entry from OMol25: a gas-phase ion, C5H12N2 (charge +1) (wB97M-V/def2-TZVPD).

Last column: natural (NBO) charge in e.
Element x y z (Å)
C  -1.0410  1.8924  1.3652  -0.64
C  -0.3066  1.7777  0.0278  -0.41
C  0.9127  0.8472  0.1415  -0.42
C  0.5663  -0.6173  0.3031  -0.28
N  0.3454  -1.3495  -0.9261  -0.26
C  -0.1851  -2.5967  -0.8549  0.24
N  -0.2939  -3.3713  -1.8868  -0.35
H  -0.7924  2.7770  1.9746  0.24
H  -2.1280  1.9394  1.3386  0.24
H  -0.6695  1.1381  2.0733  0.20
H  0.0490  2.7309  -0.3488  0.23
H  -0.9161  1.4080  -0.8144  0.20
H  1.5049  1.2187  0.9876  0.25
H  1.5893  1.0192  -0.7019  0.22
H  1.4102  -1.0491  0.8464  0.27
H  -0.2879  -0.7906  0.9557  0.25
H  0.6951  -1.0302  -1.8262  0.44
H  -0.6332  -2.8472  0.0966  0.22
H  0.1809  -3.0967  -2.7514  0.36

Calculated values
total charge	+1
HOMO energy (spin up / spin down)	-0.554 / -0.554	hartree
2S+1	2
orbital gap (spin up / spin down)	11.11 / 6.72	eV

ii:
Entry from OMol25: a gas-phase ion, C5H12N2 (charge +1) (wB97M-V/def2-TZVPD).

Last column: natural (NBO) charge in e.
Element x y z (Å)
C  -0.6380  1.3460  -0.8382  -0.21
C  0.0352  -0.0134  -0.6477  -0.46
C  0.4420  -0.3303  0.7755  0.14
C  -0.0796  0.3011  1.8726  -0.49
C  1.6758  -2.1927  1.8754  -0.23
N  0.9277  -1.6355  0.9105  -0.54
N  -1.2836  1.4048  -2.2082  -0.67
H  -1.4050  1.5477  -0.0993  0.25
H  0.1944  2.0482  -0.8946  0.24
H  0.9258  -0.0663  -1.2896  0.23
H  -0.6305  -0.7923  -1.0747  0.21
H  -0.8780  1.0329  1.8510  0.19
H  0.5174  0.2876  2.7819  0.23
H  1.6503  -1.8466  2.8996  0.19
H  1.9857  -3.2108  1.6887  0.19
H  0.8614  -2.2024  0.0780  0.39
H  -0.6797  1.0130  -2.9326  0.44
H  -2.1805  0.9224  -2.3031  0.45
H  -1.4407  2.3867  -2.4449  0.45

Calculated values
total charge	+1
HOMO energy (spin up / spin down)	-0.343 / -0.435	hartree
2S+1	2
orbital gap (spin up / spin down)	5.41 / 7.92	eV

Which structure loses on stability? ii does.

i:
Entry from OMol25: C3H8N2S in the gas phase (wB97M-V/def2-TZVPD).

Last column: natural (NBO) charge in e.
Element x y z (Å)
C  -1.6976  1.4277  0.0497  -0.41
N  -1.3827  -0.0142  -0.0495  -0.42
C  -2.4056  -1.0570  -0.0160  -0.40
C  -0.0977  -0.4429  0.0040  0.27
N  0.8445  0.4243  -0.0830  -0.67
S  2.4438  -0.1778  0.0651  0.13
H  -1.5426  1.7709  1.1071  0.20
H  -2.7439  1.5150  -0.3106  0.20
H  -1.0292  2.0296  -0.5519  0.23
H  -1.9384  -1.9563  0.4031  0.20
H  -2.7140  -1.3846  -0.9911  0.19
H  -3.3122  -0.7492  0.5691  0.20
H  0.0557  -1.5823  0.0779  0.16
H  3.0968  0.7650  -0.6448  0.11

Calculated values
structure (SMILES)	CN(C)/C=N/S
HOMO energy	-0.282	hartree
2S+1	1
orbital gap	8.57	eV

ii:
Entry from OMol25: a molecular structure, C3H8N2S (wB97M-V/def2-TZVPD).

Last column: natural (NBO) charge in e.
Element x y z (Å)
C  -0.7045  1.2804  -0.2908  -0.26
C  -0.2587  0.3214  -1.4156  -0.27
C  0.3301  -0.7214  1.8278  -0.86
N  -1.7549  0.6005  0.4250  -0.84
N  -0.0780  -0.8862  -0.7178  -0.79
S  -1.1341  -0.8054  0.7331  1.16
H  0.1628  1.5441  0.2932  0.17
H  -1.0170  2.1707  -0.7493  0.20
H  -1.1855  0.3611  -2.0495  0.18
H  0.6798  0.5529  -1.7735  0.21
H  0.2075  -1.4273  2.6170  0.22
H  0.2947  0.3589  2.1714  0.24
H  1.3095  -1.1087  1.3834  0.25
H  -0.3938  -1.6839  -1.2353  0.37

Calculated values
HOMO energy	-0.319	hartree
2S+1	1
orbital gap	9.49	eV

Which structure loses on stability? ii does.

i:
Entry from OMol25: C3H8N2S in the gas phase (wB97M-V/def2-TZVPD).

Last column: natural (NBO) charge in e.
Element x y z (Å)
C  0.2730  -1.4384  0.8152  -0.59
C  1.0788  -0.4739  -0.0760  -0.48
C  0.1459  0.1208  -1.1504  0.10
S  0.2991  -0.1909  -2.7377  -0.06
N  -0.9792  0.8320  -0.5603  -0.49
N  -0.7102  1.6631  0.5441  -0.66
H  -0.4810  -0.8451  1.2210  0.21
H  -0.1349  -2.1783  0.0904  0.21
H  0.8882  -2.0368  1.5433  0.22
H  1.9187  -1.0277  -0.5086  0.23
H  1.4603  0.3489  0.4962  0.23
H  -1.7706  1.0057  -1.1559  0.38
H  -0.6011  2.5811  0.1952  0.35
H  -1.3869  1.6394  1.2836  0.36

Calculated values
structure (SMILES)	CCC(=S)NN
HOMO energy	-0.310	hartree
2S+1	1
orbital gap	9.02	eV

ii:
Entry from OMol25: C3H8N2S in the gas phase (wB97M-V/def2-TZVPD).

Last column: natural (NBO) charge in e.
Element x y z (Å)
C  0.5445  0.9309  -1.4983  -0.66
C  -0.1583  0.9027  -0.1945  -0.24
N  -0.2276  -0.3147  0.5032  -0.26
N  -1.1335  -1.2745  -0.0910  -0.65
C  0.1837  -0.4996  1.7485  -0.03
S  -0.0862  -1.8866  2.7500  -0.24
H  0.1105  1.7730  -2.3309  0.25
H  1.7580  0.6582  -1.4668  0.23
H  0.2795  0.1232  -2.2456  0.23
H  -1.0397  1.4497  -0.0980  0.22
H  0.5187  1.6443  0.4359  0.20
H  -0.2933  -2.0379  -0.4516  0.35
H  -1.4318  -1.7555  0.9171  0.39
H  0.9756  0.2868  2.0219  0.21

Calculated values
structure (SMILES)	CCN(N)C=S
HOMO energy	-0.317	hartree
2S+1	1
orbital gap	9.18	eV

Which structure loses on stability? ii does.